{
  "formula": "C15H32MgN6O7",
  "method": "ωB97M-V with the def2-TZVPD basis set",
  "multiplicity": 1,
  "lumo_ev": [-0.78, -0.78],
  "e_above_lowest_ev": 0.000,
  "homo_energy_ev": [-5.24, -5.25],
  "total_energy_ha": -1645.95619,
  "fmax_ha_per_bohr": 0.070,
  "elements": ["O", "C", "H", "C", "H", "H", "N", "Mg", "H", "H", "O", "H", "H", "H", "O", "C", "C", "N", "H", "H", "H", "C", "N", "H", "C", "C", "H", "C", "O", "H", "H", "H", "H", "C", "N", "H", "C", "N", "N", "O", "H", "C", "C", "H", "H", "H", "H", "O", "H", "C", "C", "H", "H", "H", "H", "H", "H", "C", "H", "O", "H"],
  "coordinates": [[1.03208, -1.07771, 2.47305], [-1.58357, 0.26784, 3.76881], [0.80473, 3.93022, -3.01979], [1.54427, 4.11965, 0.24255], [-1.54075, -3.98051, 2.86710], [-0.25654, -1.83636, -5.47095], [-2.57816, 2.96531, 1.65423], [-0.10593, 0.03441, 0.01048], [-0.34544, 3.29405, 3.33247], [-1.03125, -2.58664, 3.83793], [-0.59035, -1.82972, -4.55544], [-0.91523, 3.47144, -2.99638], [-0.65575, 2.36159, 4.81646], [-2.64045, -4.24866, 1.28371], [-2.01576, -1.56326, -1.46208], [-2.64406, -3.55631, 0.43825], [-0.05739, 3.73264, -2.36805], [0.17839, -1.38661, 1.54629], [1.96438, 4.61795, -0.63764], [-0.26912, 4.64951, -1.80345], [0.91314, -0.92951, -3.43930], [0.94838, 2.81513, -0.16232], [0.95877, 1.72405, 0.58443], [-2.53368, 3.25343, -0.43689], [-2.36174, 3.49093, 4.06001], [-1.98268, 1.75745, 1.84415], [-1.41330, 0.19553, -2.48054], [0.23184, 2.61408, -1.42738], [1.97437, -0.82823, -0.50017], [0.78734, 4.79045, 0.67714], [-3.92974, 2.33475, 0.16290], [-3.96635, 4.08913, 2.74828], [0.19311, -3.67162, 3.12973], [-1.09509, 2.69881, 3.87438], [-0.17805, 1.35925, -1.59619], [-2.41280, 4.89261, 2.43113], [0.54100, -1.92843, -3.68856], [-1.42170, 1.52948, 3.07661], [-1.25220, -1.68209, -0.43567], [-1.07928, 1.12206, -2.64790], [2.66981, -0.13979, -0.48855], [-3.25073, 3.16818, 0.39016], [-2.87768, 3.93154, 2.70554], [0.21975, -2.42652, -2.77198], [1.35507, -2.51521, -4.14237], [-0.61165, -0.10616, 4.12258], [-2.05532, -0.47008, 3.10779], [-1.87207, 0.94921, 0.87977], [-2.22966, 0.40542, 4.65566], [-0.78246, -3.19923, 2.95821], [-0.71052, -2.39370, 1.71108], [-3.83643, 4.09109, 0.45102], [1.47171, 0.89775, 2.21930], [2.33636, 3.95671, 0.98101], [-3.61613, -3.04471, 0.40796], [-2.18845, 4.35863, 4.70338], [-3.11416, 2.85155, 4.54119], [-1.53822, -2.57383, 0.55382], [-2.53449, -4.13342, -0.48804], [1.53907, 1.82721, 1.85909], [2.19250, -1.38952, 0.27234]],
  "lowdin_charge": [-0.2551, -0.0365, 0.1027, -0.0017, 0.0585, 0.0774, -0.0720, 0.5921, 0.1234, 0.0714, -0.1310, 0.0873, 0.1330, 0.0550, -0.2068, -0.0451, -0.0072, -0.2223, 0.0888, 0.0883, 0.0607, -0.2350, -0.0045, 0.0848, -0.1573, -0.4316, 0.0923, -0.2391, -0.0585, 0.0998, 0.1083, 0.1271, 0.0851, -0.1567, 0.0147, 0.1274, -0.1646, -0.0911, -0.1891, -0.0076, 0.0776, -0.0221, -0.1563, 0.0677, 0.0796, 0.0857, 0.0951, -0.0019, 0.0943, -0.0340, -0.2929, 0.0912, 0.0863, 0.0884, 0.0827, 0.1187, 0.1212, -0.2846, 0.0819, -0.0161, 0.0724]
}

{
  "formula": "C15H32MnNOPSSi",
  "method": "ωB97M-V with the def2-TZVPD basis set",
  "multiplicity": 4,
  "lumo_ev": [-0.16, -0.11],
  "e_above_lowest_ev": 2.999,
  "homo_energy_ev": [-5.52, -6.13],
  "total_energy_ha": -2900.57884,
  "fmax_ha_per_bohr": 0.113,
  "elements": ["C", "C", "H", "C", "H", "C", "P", "H", "N", "H", "H", "H", "O", "C", "H", "C", "H", "H", "C", "H", "H", "H", "Si", "H", "C", "H", "H", "H", "H", "H", "H", "H", "H", "C", "H", "H", "C", "H", "C", "Mn", "H", "C", "C", "H", "C", "H", "S", "H", "H", "H", "C", "H", "H"],
  "coordinates": [[2.16230, 3.06646, 2.00363], [-4.14369, 0.89230, -2.08639], [4.11687, 1.36958, -0.33619], [1.75499, 0.88354, -2.91120], [-2.44001, -2.19626, -0.37420], [-4.65344, -0.40823, -2.28056], [1.40822, -0.48796, -1.75788], [1.67100, -1.89170, 2.93073], [-1.24105, 0.20134, -0.04080], [2.52845, 2.39834, 2.82345], [-4.45675, -2.54129, -1.83653], [2.81883, -2.41132, -1.18584], [1.59893, 2.33851, -0.17316], [-4.04501, -1.52819, -1.66958], [2.55857, 1.51734, -2.50602], [-1.92519, -0.28933, 3.34217], [-2.57348, 2.05237, -1.12628], [1.43852, -3.62622, 2.46711], [-3.01778, 1.07691, -1.28494], [1.05157, 3.22203, 2.04508], [3.77782, -0.91588, -1.29864], [0.74580, -1.69500, -3.75515], [0.31025, -2.30740, 0.90199], [-5.53317, -0.54502, -2.91962], [-2.35473, -0.04094, -0.66645], [0.54081, -2.99628, -0.40850], [-2.85505, 0.13964, 2.93733], [3.29995, 0.37656, 0.87416], [-0.66506, -0.92288, -2.94833], [-4.61762, 1.76785, -2.55767], [0.00632, -2.43309, -2.29437], [-1.66463, -1.21435, 2.80456], [0.83748, 1.49261, -2.99052], [2.95268, -1.48151, -1.75394], [-1.44968, 2.08741, 1.29188], [3.22559, -1.73399, -2.78934], [3.68212, 1.41745, 0.67886], [-1.04602, 3.17965, 2.67354], [-2.92663, -1.34503, -0.85905], [0.40460, 0.30452, 0.34629], [-2.54585, 2.19758, 2.71944], [2.54129, 2.40264, 0.71974], [0.26321, -1.48866, -2.78884], [2.66676, 4.05597, 2.03990], [-1.50588, 2.22924, 2.38004], [2.66661, -2.58833, 1.58121], [-0.54609, 0.86514, 3.09577], [2.02416, 0.47491, -3.89996], [4.37689, 1.65958, 1.49998], [-1.03048, -2.57673, 1.48072], [1.69517, -2.62091, 2.10450], [-2.04729, -0.49460, 4.42125], [0.15878, -0.88837, 1.33664]],
  "lowdin_charge": [-0.0314, -0.1209, 0.0880, -0.2779, 0.0662, -0.1473, 0.7490, 0.0263, -0.1063, 0.1011, 0.1007, 0.0248, -0.0845, -0.1211, 0.0286, -0.3722, 0.0897, 0.0162, -0.0630, 0.0709, 0.0255, 0.0461, 0.5535, 0.0825, -0.4246, -0.0496, 0.0469, 0.0880, 0.0483, 0.0981, 0.0102, -0.0177, 0.0546, -0.2742, -0.0016, 0.0440, -0.0275, 0.0233, -0.0734, 0.2026, 0.0416, -0.4112, -0.2612, 0.1028, -0.3980, 0.0206, 0.7345, 0.0442, 0.0886, -0.0482, -0.2864, 0.0378, -0.1572]
}